{"formula": "C5H34O11", "method": "wB97M-V/def2-TZVPD", "species": ["O", "O", "O", "O", "O", "O", "O", "O", "O", "O", "O", "C", "C", "C", "C", "C", "H", "H", "H", "H", "H", "H", "H", "H", "H", "H", "H", "H", "H", "H", "H", "H", "H", "H", "H", "H", "H", "H", "H", "H", "H", "H", "H", "H", "H", "H", "H", "H", "H", "H"], "xyz": [[0.175964, 1.186656, 3.173914], [0.656103, 2.814464, 0.373603], [-0.890608, -4.401576, -1.516297], [-2.222962, 3.295128, -1.025065], [-1.981249, -0.844240, 2.666961], [3.653456, 2.749818, 1.318232], [-3.720219, -0.901478, 0.579630], [-3.262043, 0.783502, -1.427251], [4.178556, 0.091656, -2.031958], [-1.924304, 2.442063, 1.554674], [2.030026, 1.464065, -1.586520], [0.926671, -1.701846, -0.375609], [-0.327012, -1.439505, -1.153331], [1.602775, -1.838134, 2.038157], [0.967225, -0.965603, 1.011559], [-0.043952, -1.240711, -2.596670], [-2.155000, 4.092423, -0.487429], [-2.611378, -0.812508, 1.916100], [-2.410127, 1.289348, -1.396828], [0.654192, -0.553258, -2.948291], [1.597628, -0.062678, 0.864289], [-1.937294, 1.520709, 1.948219], [-3.775282, 1.389937, -2.038515], [-0.814944, -0.495974, -0.646692], [-0.997435, 2.817566, 1.427070], [0.748377, 1.118146, 2.378906], [-0.319308, -3.570383, -1.769255], [-4.662147, -1.177184, 0.314461], [1.020096, -2.774191, 2.258299], [1.489079, 0.954124, -2.401643], [3.353347, 2.227450, 2.041923], [0.918784, 2.105453, -0.183801], [4.785017, -0.514120, -1.480479], [1.753251, -1.464153, -1.043230], [-1.788160, -3.949580, -1.696148], [-2.299343, -1.509733, 3.134430], [-3.604170, -0.005123, 0.157686], [-0.079688, -0.810611, 1.337971], [-1.198113, -2.125878, -0.916028], [2.783298, 0.903662, -1.475494], [1.677918, -1.370116, 2.983786], [-0.009919, -2.169739, -3.265644], [2.648218, -2.092842, 1.857912], [-2.410814, 2.470685, -0.279995], [1.064799, 3.639311, -0.030911], [-0.905800, -0.683240, -3.103252], [3.600109, -0.555102, -2.419207], [1.146065, -2.782911, -0.205000], [3.021701, 3.096155, 0.729244], [-0.101384, 0.360094, 3.433519]], "forces_ev_per_a": [[1.732, 3.412, -1.331], [0.356, 2.983, 0.756], [-0.585, 3.636, -1.431], [-0.887, -3.219, 1.989], [1.894, 4.624, -3.580], [2.917, 0.078, 0.090], [-2.089, 0.304, -0.829], [0.311, 1.764, -1.389], [2.128, -1.622, 1.599], [0.197, -0.733, -0.107], [-3.945, -1.193, -3.488], [0.731, -1.097, 1.098], [-2.089, 1.822, 2.101], [0.227, -1.568, 0.830], [0.164, -0.755, -1.469], [-4.103, -0.843, -3.166], [-0.011, -0.323, 0.163], [0.164, -0.016, 0.133], [-0.798, -0.829, -0.273], [2.241, 0.705, 0.209], [-0.827, -0.068, 0.248], [0.913, 1.854, -0.292], [0.620, -1.011, 1.144], [1.069, -1.130, -1.375], [-1.303, -1.525, 0.417], [-0.761, -0.192, 0.897], [-1.215, -2.755, 0.816], [2.241, 0.667, 0.702], [0.528, 0.708, -0.577], [2.193, 2.324, 3.454], [-1.130, -0.227, 0.360], [0.601, -1.097, -1.304], [-1.182, 1.625, -1.105], [0.355, 0.628, 0.281], [1.756, -1.488, 0.508], [-2.065, -4.762, 3.666], [-0.290, -1.165, 0.044], [0.675, 0.521, -0.333], [1.270, 0.461, -0.526], [1.329, -0.507, 0.261], [-0.190, 0.860, 1.172], [0.414, 0.979, 1.130], [-0.043, -0.266, -0.545], [0.903, 4.255, -1.906], [-0.954, -1.702, 0.613], [0.295, -0.960, 0.772], [-0.467, -0.554, -0.644], [-0.642, 0.436, 0.037], [-1.691, 0.028, -0.356], [-0.955, -3.072, 0.535]], "orbital_gap_ev": 10.70, "de_lowest_kj_mol": 384.5}